108
Properties=species:S:1:pos:R:3 method="wB97M-V/def2-TZVPD" spin_multiplicity=2 e_lumo_ev="3.12 / 3.12" total_charge=-2 orbital_gap_ev="3.77 / 5.77" de_lowest_ev=1.659 homo_ev="-0.65 / -2.65" energy_ev=-114946.3935
Cs 1.234 -0.396 0.213
O 3.165 1.023 -0.393
N 3.575 2.245 -0.147
C 3.963 2.530 1.120
C 4.430 3.763 1.483
C 4.499 4.754 0.501
C 4.077 4.463 -0.771
C 3.583 3.193 -1.151
S 3.036 2.832 -2.733
H 3.847 1.703 1.804
H 4.713 3.936 2.511
H 4.864 5.746 0.740
H 4.095 5.211 -1.551
C 3.611 -1.022 -4.944
N 3.701 -1.385 -3.536
C 4.570 -0.495 -2.751
P 2.472 -2.190 -2.815
O 2.475 -2.063 -1.348
O 1.132 -1.713 -3.562
P -0.272 -1.024 -3.089
O -0.154 -0.317 -1.802
N -0.641 -0.009 -4.326
C -0.151 1.371 -4.219
C -0.646 -0.518 -5.688
N -1.329 -2.280 -3.221
C -1.039 -3.507 -2.450
C -2.755 -1.923 -3.083
N 2.479 -3.787 -3.288
C 2.127 -4.186 -4.639
C 3.547 -4.592 -2.710
H 4.571 -1.192 -5.439
H 3.353 0.037 -5.043
H 2.854 -1.609 -5.460
H 5.606 -0.659 -3.063
H 4.469 -0.704 -1.691
H 4.289 0.551 -2.897
H -0.098 1.684 -3.181
H -0.832 2.034 -4.757
H 0.852 1.473 -4.645
H -0.990 -1.550 -5.707
H 0.355 -0.466 -6.135
H -1.322 0.085 -6.297
H 0.030 -3.667 -2.342
H -1.449 -4.364 -2.989
H -1.509 -3.460 -1.464
H -2.953 -0.963 -3.555
H -3.054 -1.893 -2.033
H -3.352 -2.687 -3.583
H 1.306 -3.579 -5.013
H 1.798 -5.228 -4.633
H 2.977 -4.106 -5.332
H 3.824 -4.208 -1.731
H 4.436 -4.600 -3.353
H 3.200 -5.620 -2.584
N -7.440 -2.221 2.640
C -7.129 -3.311 1.809
S -8.334 -4.495 1.556
C -5.835 -3.307 1.228
C -5.350 -4.382 0.433
C -4.080 -4.340 -0.082
N -3.198 -3.331 0.087
C -3.653 -2.306 0.826
C -4.908 -2.234 1.392
H -8.269 -2.420 3.181
H -6.676 -1.900 3.221
H -5.996 -5.230 0.252
H -3.725 -5.175 -0.682
H -2.964 -1.472 0.932
H -5.186 -1.328 1.913
N 1.225 2.059 3.494
C 1.502 0.869 3.956
N 1.259 -0.303 3.372
C 1.663 -1.368 4.130
C 1.501 -2.710 3.773
C 1.960 -3.713 4.617
C 2.586 -3.412 5.824
C 2.753 -2.080 6.199
C 2.294 -1.080 5.362
S 2.344 0.649 5.566
H -0.213 2.960 2.596
H 1.540 2.763 4.154
H 0.998 -2.953 2.845
H 1.819 -4.749 4.331
H 2.934 -4.206 6.472
H 3.230 -1.830 7.140
C -4.573 1.966 3.944
C -3.566 1.165 3.414
C -2.413 1.730 2.898
C -2.224 3.109 2.910
C -3.220 3.913 3.465
C -4.384 3.341 3.966
N -1.007 3.579 2.410
C -0.702 4.847 1.957
C -1.657 5.753 1.481
C -1.270 7.001 1.013
C 0.065 7.380 0.992
C 1.018 6.466 1.433
C 0.649 5.222 1.908
H -5.485 1.524 4.324
H -3.680 0.088 3.387
H -1.651 1.099 2.474
H -3.076 4.982 3.535
H -5.146 3.986 4.388
H -2.700 5.470 1.445
H -2.031 7.680 0.646
H 0.359 8.354 0.624
H 2.070 6.720 1.399
H 1.403 4.508 2.224